Entry 1:
{"formula": "C6H13O2", "method": "ωB97M-V/def2-TZVPD", "max_force_ev_per_a": 2.253, "charge": -1, "orbital_gap_ev": 5.47, "homo_energy_ev": -2.3, "symbols": ["C", "O", "C", "C", "C", "C", "C", "H", "H", "H", "H", "H", "H", "H", "H", "H", "H", "H", "H", "H", "O"], "positions_angstrom": [[2.163, -0.322, -2.610], [2.385, -0.412, -3.906], [0.695, 0.059, -2.258], [0.479, 0.821, -0.947], [0.065, -0.104, 0.177], [-0.996, 0.112, 0.956], [-1.677, -1.010, 1.725], [2.833, 0.379, -2.020], [2.318, -1.259, -1.967], [0.274, 0.587, -3.100], [0.136, -0.883, -2.265], [1.423, 1.280, -0.692], [-0.253, 1.608, -1.070], [0.504, -1.059, 0.136], [-1.447, 1.095, 1.048], [-1.031, -1.819, 2.060], [-2.315, -1.540, 1.007], [-2.288, -0.592, 2.517], [-1.361, 0.294, 3.711], [-0.557, 1.550, 3.523], [-1.349, 1.215, 3.974]]}

Entry 2:
{"formula": "C4H5N", "method": "ωB97M-V/def2-TZVPD", "max_force_ev_per_a": 0.757, "orbital_gap_ev": 8.19, "homo_energy_ev": -8.1, "symbols": ["C", "C", "C", "C", "N", "H", "H", "H", "H", "H"], "positions_angstrom": [[2.491, -0.323, -0.518], [1.428, -0.835, -0.224], [0.200, -0.954, 0.448], [-1.428, 0.555, 0.489], [-0.876, -0.571, -0.263], [3.455, 0.076, -0.740], [-0.928, 0.442, 1.457], [-1.041, 1.465, 0.012], [-2.505, 0.560, 0.608], [-0.796, -0.414, -1.270]]}

Entry 3:
{"formula": "C5H4Cl2N2", "method": "ωB97M-V/def2-TZVPD", "max_force_ev_per_a": 5.574, "orbital_gap_ev": [7.83, 7.84], "homo_energy_ev": [-10.9, -10.9], "symbols": ["C", "C", "C", "C", "C", "N", "N", "Cl", "Cl", "H", "H", "H", "H"], "positions_angstrom": [[-0.235, -1.787, 1.291], [-1.464, 0.832, 1.335], [0.512, 0.878, -1.302], [0.954, -0.202, -0.339], [-0.218, -0.957, 0.204], [-0.480, -2.365, 2.242], [-2.157, 1.565, 1.851], [1.593, 0.643, 1.109], [-1.366, -1.573, -1.044], [1.177, 1.844, -1.386], [0.357, 0.629, -2.295], [-0.361, 1.382, -0.998], [1.688, -0.892, -0.667]]}

Entry 4:
{"formula": "C10H16Cl4F3IN3O2S", "method": "ωB97M-V/def2-TZVPD", "max_force_ev_per_a": 6.299, "charge": 1, "orbital_gap_ev": 7.64, "homo_energy_ev": -12.6, "symbols": ["C", "C", "C", "I", "N", "C", "C", "C", "F", "C", "F", "F", "C", "N", "S", "N", "C", "O", "O", "H", "H", "H", "H", "H", "H", "H", "H", "H", "H", "H", "H", "H", "H", "H", "H", "C", "Cl", "Cl", "Cl", "Cl"], "positions_angstrom": [[0.237, 3.792, 0.881], [-0.506, 2.295, 0.837], [-0.459, 1.857, -0.776], [-1.760, 3.172, -2.026], [-0.753, 0.379, -0.990], [0.410, -0.444, -1.582], [1.165, -1.386, -0.453], [2.286, -0.595, 0.448], [1.924, -0.308, 1.885], [3.645, -0.175, -0.015], [4.252, 1.020, 0.621], [4.366, -0.974, -1.053], [-1.978, -0.228, -0.683], [-2.024, -1.736, -0.981], [-2.367, -2.654, 0.465], [-3.105, 0.566, -0.061], [-4.473, 0.013, -0.389], [-5.459, 1.038, -0.807], [-5.784, 1.676, 0.299], [-0.451, 4.590, 1.392], [1.260, 3.758, 1.479], [0.523, 4.165, -0.216], [0.177, 1.582, 1.505], [-1.605, 2.386, 1.249], [0.648, 2.141, -1.121], [0.051, -1.100, -2.512], [1.265, 0.258, -2.029], [1.725, -2.250, -1.057], [0.425, -1.912, 0.295], [-2.693, -1.934, -1.762], [-1.392, -3.691, 0.482], [-2.983, 0.693, 0.978], [-4.892, -0.460, 0.623], [-4.492, -0.829, -1.201], [-5.760, 2.655, 0.007], [5.716, -3.472, 1.253], [6.394, -4.731, 2.316], [4.702, -4.234, 0.002], [4.724, -2.350, 2.219], [7.043, -2.573, 0.476]]}

Entry 5:
{"formula": "C24H56F6N8O8P", "method": "ωB97M-V/def2-TZVPD", "max_force_ev_per_a": 19.113, "charge": -1, "orbital_gap_ev": 6.74, "homo_energy_ev": -4.4, "symbols": ["P", "F", "F", "F", "F", "F", "F", "C", "O", "N", "C", "C", "H", "H", "H", "H", "H", "H", "H", "C", "O", "N", "C", "C", "H", "H", "H", "H", "H", "H", "H", "C", "O", "N", "C", "C", "H", "H", "H", "H", "H", "H", "H", "C", "O", "N", "C", "C", "H", "H", "H", "H", "H", "H", "H", "C", "O", "N", "C", "C", "H", "H", "H", "H", "H", "H", "H", "C", "O", "N", "C", "C", "H", "H", "H", "H", "H", "H", "H", "C", "O", "N", "C", "C", "H", "H", "H", "H", "H", "H", "H", "C", "O", "N", "C", "C", "H", "H", "H", "H", "H", "H", "H"], "positions_angstrom": [[9.907, -5.366, -11.238], [9.613, -3.890, -11.988], [11.556, -5.320, -11.485], [10.126, -4.672, -9.788], [9.983, -6.839, -10.526], [8.300, -5.469, -11.019], [9.846, -6.125, -12.721], [5.471, -4.929, -12.184], [4.817, -5.749, -11.498], [6.703, -5.140, -12.718], [7.314, -4.207, -13.623], [7.349, -6.467, -12.644], [4.981, -4.022, -12.570], [6.768, -3.264, -13.606], [7.342, -4.468, -14.680], [8.350, -3.964, -13.386], [7.353, -7.037, -13.573], [8.398, -6.358, -12.367], [6.874, -7.157, -11.947], [12.518, -4.359, -10.414], [13.210, -3.904, -11.368], [12.873, -5.473, -9.712], [12.005, -5.966, -8.684], [14.067, -6.231, -9.993], [11.561, -3.955, -10.050], [12.010, -7.033, -8.908], [11.000, -5.565, -8.813], [12.303, -5.766, -7.655], [13.716, -7.218, -10.294], [14.715, -5.747, -10.724], [14.718, -6.257, -9.119], [10.237, -6.501, -15.506], [11.214, -7.144, -16.008], [10.286, -5.207, -15.171], [11.522, -4.426, -15.094], [9.187, -4.529, -14.562], [9.289, -7.013, -15.283], [11.350, -3.462, -15.572], [12.315, -4.850, -15.709], [11.945, -4.257, -14.103], [8.300, -5.160, -14.612], [9.345, -4.347, -13.499], [8.907, -3.587, -15.035], [9.065, -3.183, -7.980], [9.154, -2.816, -6.791], [7.928, -3.634, -8.510], [7.892, -4.282, -9.801], [6.659, -3.648, -7.834], [9.883, -3.253, -8.713], [6.977, -4.044, -10.343], [7.992, -5.364, -9.705], [8.758, -4.106, -10.439], [6.647, -2.936, -7.009], [5.847, -3.328, -8.487], [6.292, -4.605, -7.464], [12.217, -7.644, -14.385], [12.595, -8.634, -15.025], [12.912, -7.083, -13.425], [12.617, -5.812, -12.780], [14.312, -7.495, -13.116], [11.251, -7.155, -14.581], [13.515, -5.206, -12.900], [12.496, -5.931, -11.703], [11.767, -5.311, -13.241], [14.933, -6.683, -13.493], [14.550, -7.680, -12.068], [14.617, -8.416, -13.614], [9.124, -8.611, -11.692], [8.275, -9.429, -12.079], [10.447, -8.700, -12.049], [11.548, -7.819, -11.524], [10.890, -9.821, -12.883], [8.937, -7.729, -11.059], [11.224, -6.885, -11.064], [12.310, -7.637, -12.283], [11.973, -8.401, -10.707], [10.071, -10.423, -13.277], [11.628, -9.442, -13.590], [11.492, -10.469, -12.246], [9.742, -2.208, -10.532], [9.146, -1.662, -9.612], [11.125, -2.338, -10.592], [11.690, -2.855, -11.790], [11.991, -1.841, -9.485], [9.373, -2.681, -11.455], [12.762, -3.048, -11.789], [11.608, -2.176, -12.639], [11.268, -3.818, -12.081], [12.508, -2.711, -9.081], [12.717, -1.117, -9.857], [11.420, -1.451, -8.642], [7.854, -6.957, -9.258], [6.653, -7.141, -9.082], [8.641, -6.372, -8.365], [10.072, -6.051, -8.546], [8.181, -5.804, -7.078], [8.460, -7.318, -10.103], [10.787, -6.313, -7.766], [10.260, -4.990, -8.709], [10.414, -6.638, -9.398], [8.703, -6.131, -6.179], [8.298, -4.721, -7.111], [7.118, -5.923, -6.865]]}

Entry 6:
{"formula": "C19H18N2O2", "method": "ωB97M-V/def2-TZVPD", "smiles": "Cc1cc(=O)c2ccccc2n1CC(=O)NCc1ccccc1", "max_force_ev_per_a": 0.611, "orbital_gap_ev": 8.81, "homo_energy_ev": -8.4, "symbols": ["C", "C", "C", "C", "O", "C", "C", "C", "C", "C", "C", "N", "C", "C", "O", "N", "C", "C", "C", "C", "C", "C", "C", "H", "H", "H", "H", "H", "H", "H", "H", "H", "H", "H", "H", "H", "H", "H", "H", "H", "H"], "positions_angstrom": [[0.583, 2.511, -0.685], [0.098, 2.095, 0.672], [0.777, 2.471, 1.782], [0.371, 2.113, 3.120], [0.935, 2.510, 4.131], [-0.775, 1.188, 3.156], [-1.194, 0.678, 4.386], [-2.231, -0.220, 4.464], [-2.855, -0.637, 3.293], [-2.463, -0.144, 2.068], [-1.428, 0.796, 1.976], [-1.032, 1.322, 0.754], [-1.830, 1.041, -0.415], [-1.576, -0.328, -1.067], [-2.326, -0.763, -1.913], [-0.477, -0.968, -0.630], [-0.011, -2.209, -1.219], [1.161, -1.950, -2.131], [0.950, -1.305, -3.344], [2.015, -1.021, -4.180], [3.301, -1.380, -3.810], [3.518, -2.020, -2.602], [2.452, -2.300, -1.764], [-0.072, 3.263, -1.125], [0.649, 1.664, -1.368], [1.572, 2.951, -0.591], [1.662, 3.080, 1.688], [-0.665, 1.016, 5.265], [-2.553, -0.608, 5.418], [-3.655, -1.361, 3.337], [-2.955, -0.516, 1.184], [-1.654, 1.796, -1.182], [-2.893, 1.101, -0.163], [0.128, -0.527, 0.046], [0.263, -2.902, -0.418], [-0.852, -2.618, -1.785], [-0.056, -1.032, -3.629], [1.842, -0.523, -5.122], [4.133, -1.163, -4.464], [4.519, -2.302, -2.311], [2.625, -2.800, -0.821]]}